1.
A molecular structure, C17H23EuF5NO3P2 in a non-equilibrium geometry, computed with ωB97M-V/def2-TZVPD.

XYZ file:
```
52
Properties=species:S:1:pos:R:3:forces:R:3:lowdin_spin:R:1
Eu 0.38325 -0.72487 0.59005 -1.182 -0.573 1.370 6.0903
P -2.88285 -0.23396 -0.54120 -1.586 0.062 0.001 0.0004
C -2.20482 0.23964 -2.14403 0.071 0.550 0.028 0.0003
C -0.82603 0.84707 -2.34934 0.097 -0.238 -0.444 0.0001
N 0.25824 0.46602 -1.63840 -0.131 -0.286 0.129 -0.0101
C 1.47981 0.84283 -2.08137 0.196 0.580 -0.076 0.0003
C 1.63556 1.62284 -3.21980 -0.030 -0.128 0.068 -0.0002
C 0.51953 2.01335 -3.94610 0.470 0.230 0.126 0.0004
C -0.72547 1.63806 -3.48920 -0.310 -0.259 0.095 -0.0003
C 2.74817 0.57503 -1.29501 0.522 0.054 0.351 0.0011
P 3.02025 -1.05416 -0.43102 0.497 0.250 -0.552 -0.0103
H -1.63334 1.88334 -4.03988 0.309 0.050 0.117 0.0000
H 2.64635 1.92873 -3.47506 -0.285 -0.031 -0.251 0.0000
H 0.63454 2.61432 -4.83831 -0.057 0.000 -0.012 0.0000
H 3.60677 0.67828 -1.97336 -0.245 0.166 0.128 0.0002
H 2.88074 1.36391 -0.53163 -0.107 -0.140 -0.208 0.0002
H -2.27738 -0.62540 -2.80246 -0.117 -0.249 -0.029 0.0000
H -2.92786 1.00468 -2.50435 0.180 -0.568 0.216 0.0000
H -1.51384 -3.07218 -1.83576 0.120 -0.215 0.509 0.0000
O -1.75122 -3.10433 -2.76294 0.477 0.570 -0.384 0.0001
H -0.89301 -3.00971 -3.21501 -0.540 -0.237 0.043 0.0000
H -2.18259 -1.26367 0.13722 0.351 0.549 -0.114 -0.0002
O -0.39789 -2.67566 0.32149 0.490 1.019 -0.454 -0.0234
H -0.16652 -3.58346 0.08790 -0.182 0.124 0.303 0.0002
C 3.59946 -2.10225 -1.80771 -0.379 -0.473 0.001 -0.0021
H 4.61242 -1.81159 -2.11031 -0.232 -0.009 0.097 -0.0004
H 3.60166 -3.14877 -1.47019 0.111 0.270 -0.202 -0.0001
H 2.92485 -2.02173 -2.67106 0.139 -0.041 0.237 0.0000
C 4.54208 -0.80101 0.53952 0.052 -0.042 0.372 -0.0019
H 4.57364 -1.59027 1.30529 0.117 0.211 -0.237 -0.0001
H 5.43573 -0.87973 -0.09185 -0.250 0.064 0.117 -0.0004
H 4.55273 0.16293 1.06192 -0.079 -0.173 -0.117 0.0000
C -3.25932 1.23287 0.41375 0.218 0.278 0.336 0.0001
H -4.15070 1.73902 0.00666 0.296 -0.386 -0.054 0.0000
H -3.46277 0.91384 1.43980 0.018 0.160 -0.073 0.0000
H -2.41830 1.93464 0.43261 -0.157 -0.197 0.086 0.0000
C -4.44383 -1.10098 -0.80357 -0.056 -0.131 -0.325 0.0000
H -4.84596 -1.40781 0.17230 0.163 0.122 -0.213 0.0000
H -5.18052 -0.45232 -1.30470 0.339 -0.210 0.140 0.0000
H -4.25518 -1.99893 -1.40849 -0.127 0.213 0.107 0.0000
F 0.38306 1.29671 7.20023 -0.146 -0.052 -0.888 -0.0019
C 0.14102 1.18557 5.88360 0.125 0.049 0.495 -0.0056
C -0.43993 2.25709 5.18885 0.167 0.673 0.848 0.0008
F -0.66989 3.42083 5.83541 0.088 -1.155 -0.542 0.0006
C -0.73813 2.14191 3.84765 0.058 -0.556 -0.689 -0.0042
F -1.30584 3.15525 3.15405 0.270 -0.642 0.535 -0.0011
C -0.43961 0.94542 3.14487 0.742 0.061 2.157 0.0003
O -0.80848 0.78667 1.91122 0.742 -1.478 -2.676 -0.0269
C 0.27826 -0.06189 3.85869 -0.645 0.949 -0.359 -0.0040
F 0.75268 -1.17075 3.16327 -0.502 0.436 -0.459 -0.0034
C 0.50744 0.01628 5.21151 0.330 -0.181 0.960 0.0007
F 1.08304 -1.01170 5.87426 -0.410 0.962 -0.612 0.0006
```
Forces are in eV/Å.

Properties
* 2S+1: 7
* LUMO energy (alpha / beta): -8.23 / -6.50 eV
* charge: +2
* HOMO level (alpha / beta): -13.5 / -13.5 eV
* E_tot: -77114.222 eV

2.
A molecular structure, C4H4Li2O5 in a non-equilibrium geometry, computed with ωB97M-V/def2-TZVPD.

XYZ file:
```
15
Properties=species:S:1:pos:R:3:forces:R:3:lowdin_spin:R:1
O 0.61787 1.09440 -1.82448 -0.012 0.381 0.109 0.2377
O -0.68568 0.28523 -0.18243 0.167 -0.345 3.134 0.0213
C 0.09032 -0.16634 1.30833 -0.148 -0.029 -2.101 0.0905
C 0.23250 1.03270 2.22990 -0.436 0.712 -0.598 0.0104
O 0.74685 2.14323 1.60165 -0.069 -0.239 0.096 0.0019
C -0.10577 0.13638 -1.39204 0.583 -0.891 -0.542 0.2832
H -0.53779 -0.97487 1.71276 0.139 0.274 -0.432 0.0027
H 1.07006 -0.52667 0.95732 -0.421 0.065 -0.005 0.0046
H 0.86357 0.68631 3.08804 -0.105 -0.127 -0.206 0.0051
H -0.77599 1.21789 2.67693 0.179 0.017 -0.048 0.0006
O -0.90100 -2.10097 -1.54887 -1.034 -0.036 3.105 0.0835
O -0.01956 -1.15819 -3.37672 0.176 -0.470 -0.698 0.0846
C -0.34483 -1.11520 -2.14161 0.735 3.862 1.590 0.1624
Li 0.41013 2.15913 -0.17803 0.060 -0.574 0.042 0.0016
Li -0.66069 -2.71302 -2.93076 0.187 -2.601 -3.448 0.0101
```
Forces are in eV/Å.

Properties
* 2S+1: 2
* LUMO energy (alpha / beta): 2.24 / 2.20 eV
* charge: -1
* HOMO level (alpha / beta): -1.3 / -4.2 eV
* E_tot: -14861.851 eV

3.
C5H8O in the gas phase, computed with ωB97M-V/def2-TZVPD.

XYZ file:
```
14
Properties=species:S:1:pos:R:3:forces:R:3:mulliken_charge:R:1
C 1.58586 -0.24707 0.42863 0.011 -0.062 0.090 -1.2631
C 0.52810 0.51192 -0.38414 0.036 0.104 0.031 0.3694
C -0.47690 -0.33131 -1.12324 -0.081 -0.001 -0.095 -0.6700
C -1.33090 -0.87922 -0.08171 -0.185 -0.212 0.137 -0.4363
O -1.49468 0.38352 0.89423 0.210 -0.004 -0.168 -0.3523
C -0.54051 1.12708 0.43108 -0.041 0.216 0.133 -0.1049
H 1.12199 -0.89463 1.18067 0.078 0.087 -0.119 0.2793
H 2.27184 0.43115 0.94900 -0.105 -0.079 -0.082 0.3640
H 2.15386 -0.88405 -0.25709 -0.066 0.114 0.081 0.3072
H 1.00979 1.27051 -1.00927 -0.099 -0.105 0.075 0.3375
H -0.96174 0.09037 -2.00023 0.076 -0.083 0.068 0.2643
H -0.90524 -1.62693 0.59507 -0.052 0.099 -0.137 0.2314
H -2.35836 -1.13112 -0.34119 0.156 0.062 0.008 0.3000
H -0.60311 2.17978 0.71820 0.063 -0.135 -0.023 0.3736
```
Forces are in eV/Å.

Properties
* 2S+1: 1
* LUMO energy (alpha / beta): 0.23 / 0.00 eV
* HOMO level (alpha / beta): -7.1 / -6.8 eV
* E_tot: -7358.177 eV

4.
C7H8INO2 in the gas phase in a non-equilibrium geometry, computed with ωB97M-V/def2-TZVPD.

XYZ file:
```
19
Properties=species:S:1:pos:R:3:forces:R:3:mulliken_charge:R:1
C -1.56246 -1.38981 0.44763 -1.886 0.726 1.026 -0.4477
C -0.11509 -1.65348 0.54977 -0.499 0.282 -1.034 -0.1634
C -1.85739 -0.14399 -0.02753 -1.325 -3.016 1.342 -0.4037
C 0.49242 -0.61835 1.54450 -2.916 -3.106 -0.624 -0.2033
C 0.60341 -1.11274 -0.65200 0.133 -0.831 -1.141 -0.7232
C 0.30162 0.33258 -0.54333 -0.385 -0.776 -1.311 0.7765
C 1.02105 2.53818 -0.63485 1.711 0.736 0.787 -0.6791
N -0.88380 0.71861 -0.25644 1.643 2.534 -1.320 -0.6119
O 1.59094 -0.63660 1.87559 5.145 0.235 1.526 -0.4424
O 1.30803 1.11871 -0.82839 0.146 1.556 0.078 -0.3628
I -0.11442 -1.88371 -2.59592 0.213 0.166 0.446 0.0282
H -2.36577 -1.93415 1.04435 1.311 0.322 -1.265 0.2910
H 0.09894 -2.68358 0.66365 0.548 -0.910 0.781 0.5295
H -2.87592 0.18145 -0.12271 -0.256 0.334 0.037 0.4526
H -0.25501 -0.04022 1.94133 -1.991 2.182 1.394 0.6016
H 1.65750 -1.40581 -0.64614 -0.279 0.518 0.036 0.5289
H 1.96563 2.97178 -0.05480 -2.264 -0.888 -1.184 0.2270
H 0.06171 2.59296 -0.08704 0.845 0.435 -0.165 0.3531
H 0.92861 3.04818 -1.61766 0.106 -0.500 0.592 0.2489
```
Forces are in eV/Å.

Properties
* 2S+1: 1
* LUMO energy: -0.13 eV
* HOMO level: -8.7 eV
* E_tot: -21071.730 eV